This record from OMol25 describes a cluster of 11 separate species, C94H201N11O11 in total. The level of theory is ωB97M-V/def2-TZVPD.

Element x y z (Å)
C -3.48837 -7.24904 4.74934
C -2.32050 -7.07515 3.74090
C -1.09208 -7.58433 4.40667
C -2.64983 -7.83629 2.46304
C -3.78526 -7.17101 1.62816
C -3.29202 -5.79778 1.22209
C -2.90967 -4.91463 2.41393
C -2.06065 -3.76080 1.87943
C -4.12783 -4.32911 3.13904
N -2.02397 -5.72582 3.31556
O -1.80673 -5.10516 4.55427
H -3.31396 -8.19881 5.20692
H -3.56160 -6.49406 5.52740
H -4.51207 -7.20963 4.38158
H -0.77652 -7.09373 5.32816
H -1.09061 -8.64846 4.65666
H -0.25053 -7.49355 3.69973
H -1.77432 -7.79934 1.82370
H -2.70097 -8.94770 2.67138
H -3.97064 -7.80409 0.75419
H -4.72149 -6.93489 2.14949
H -4.09600 -5.27582 0.72770
H -2.57514 -5.84260 0.46174
H -1.59725 -3.05087 2.59889
H -2.76504 -3.16500 1.24189
H -1.16874 -4.09068 1.28431
H -4.69790 -3.63012 2.41397
H -3.78546 -3.82305 4.06195
H -4.78773 -5.11950 3.48045
H -0.86334 -4.81946 4.45149
C -7.23365 2.61704 -1.55131
C -6.12490 3.62967 -1.70045
C -6.75867 5.00072 -1.90576
C -5.21774 3.60685 -0.44857
C -4.02949 4.44764 -0.64229
C -3.22852 4.03195 -1.80500
C -4.00703 3.91118 -3.08817
C -4.24501 5.22480 -3.76219
C -3.28617 3.00669 -4.08816
N -5.30160 3.15079 -2.79187
O -6.05228 3.32156 -4.03352
H -6.70107 1.69228 -1.37379
H -7.87035 2.92481 -0.71724
H -7.90224 2.62307 -2.40430
H -6.05995 5.84144 -1.87799
H -7.37784 5.01495 -2.80927
H -7.51794 5.10269 -1.07985
H -5.85661 3.89473 0.41306
H -4.96940 2.56496 -0.17704
H -4.36445 5.48535 -0.76795
H -3.43074 4.32836 0.26598
H -2.95690 2.98514 -1.50404
H -2.29113 4.54796 -1.90812
H -4.53133 6.08175 -3.08115
H -5.00515 5.11105 -4.52827
H -3.27815 5.64039 -4.20074
H -2.24830 3.19173 -4.13482
H -3.62190 3.00479 -5.11678
H -3.37570 1.96712 -3.80621
H -6.08174 2.42203 -4.38096
C -0.83481 5.40274 0.46066
C 0.33936 6.00195 -0.37661
C 1.25897 4.82730 -0.85998
C -0.14102 6.88197 -1.49274
C 0.77523 7.88704 -2.09033
C 1.24166 8.82180 -0.98279
C 1.94528 8.00485 0.10985
C 3.30612 7.60751 -0.33559
C 2.05654 8.93441 1.33592
N 1.10911 6.85411 0.50112
O 1.71534 6.21250 1.59999
H -1.41075 4.75736 -0.19025
H -0.45633 4.87861 1.38462
H -1.48464 6.19108 0.80579
H 2.16267 5.25282 -1.34197
H 1.55702 4.21108 -0.01915
H 0.73224 4.19217 -1.59024
H -0.59823 6.22502 -2.25117
H -0.91396 7.57641 -1.12961
H 1.63333 7.44225 -2.55385
H 0.22739 8.44047 -2.84006
H 0.33416 9.21435 -0.47813
H 1.81315 9.70345 -1.33930
H 3.69887 6.82289 0.33438
H 3.95020 8.44541 -0.21771
H 3.35050 7.21818 -1.39622
H 1.09681 9.21384 1.79456
H 2.54988 9.84937 1.04118
H 2.64173 8.55402 2.19842
H 2.26817 5.54463 1.24964
C -5.64801 -2.34681 -4.43574
C -6.50977 -1.47201 -3.50716
C -7.34744 -0.50328 -4.32882
C -7.49903 -2.36775 -2.63048
C -6.74985 -3.23780 -1.61372
C -6.01624 -2.26093 -0.65179
C -5.01776 -1.40297 -1.47863
C -4.62669 -0.24594 -0.52523
C -3.86912 -2.32783 -1.86976
N -5.82575 -0.70827 -2.50672
O -4.97640 0.22585 -3.17807
H -5.27721 -3.29231 -3.99505
H -6.24222 -2.61288 -5.40598
H -4.81399 -1.70508 -4.78266
H -8.21417 -0.98564 -4.80248
H -7.75037 0.33941 -3.68136
H -6.78130 -0.09426 -5.17536
H -8.15856 -1.62054 -2.15002
H -8.18316 -2.83255 -3.31985
H -7.37922 -3.92725 -1.12477
H -6.12007 -3.84276 -2.23350
H -5.52968 -2.73562 0.18730
H -6.69343 -1.52027 -0.18336
H -5.60966 0.23761 -0.37853
H -3.86819 0.45875 -0.97843
H -4.30262 -0.64014 0.39707
H -3.13820 -2.57668 -1.12264
H -3.21889 -1.87484 -2.62230
H -4.32084 -3.26823 -2.26781
H -5.14436 1.07460 -2.74410
C -0.83849 -2.59907 -4.45586
C -0.74652 -1.76224 -5.73372
C 0.64614 -1.09621 -5.69562
C -0.76852 -2.77144 -6.95786
C -1.19137 -2.21390 -8.26831
C -2.46565 -1.41432 -8.18720
C -2.34079 -0.32750 -7.07483
C -1.35105 0.82082 -7.45302
C -3.78147 0.18906 -6.94256
N -2.03419 -0.95685 -5.82535
O -2.05854 0.01373 -4.72508
H 0.07814 -3.14081 -4.31680
H -0.91812 -1.93960 -3.54450
H -1.68423 -3.32462 -4.39531
H 0.86919 -0.56519 -6.62201
H 0.85737 -0.27027 -4.99903
H 1.43761 -1.79939 -5.60007
H 0.17319 -3.21098 -7.13021
H -1.47842 -3.52391 -6.68546
H -0.41225 -1.50726 -8.60378
H -1.24524 -3.07565 -8.98850
H -3.26846 -2.09769 -8.01077
H -2.67995 -0.93879 -9.12777
H -0.33748 0.51292 -7.80551
H -1.32676 1.47180 -6.58135
H -1.77059 1.49214 -8.23842
H -3.84866 0.92042 -6.18213
H -4.34316 -0.70778 -6.64720
H -4.22948 0.51208 -7.87105
H -2.78043 -0.27210 -4.10902
C 1.69176 -3.64043 8.27317
C 0.68328 -3.76421 7.12411
C -0.59473 -4.40418 7.62901
C 0.42884 -2.33283 6.63687
C 1.61464 -1.66269 5.93474
C 1.96453 -2.55481 4.72483
C 2.24699 -3.99830 5.13827
C 2.17888 -4.85205 3.88783
C 3.65578 -4.26042 5.86997
N 1.10706 -4.56153 5.96106
O 1.53172 -5.82711 6.44023
H 2.52265 -2.89563 7.99212
H 1.20414 -3.28183 9.20484
H 2.36959 -4.49109 8.53168
H -1.03793 -3.70611 8.35530
H -1.24822 -4.54591 6.75584
H -0.38394 -5.35622 8.09452
H -0.32965 -2.39931 5.90233
H 0.07270 -1.65136 7.44545
H 1.37185 -0.65925 5.53837
H 2.49740 -1.47742 6.53414
H 2.71907 -2.12097 4.13191
H 1.04845 -2.54069 4.02149
H 2.33538 -5.97803 4.16032
H 3.05083 -4.63844 3.23310
H 1.25088 -4.75841 3.39697
H 4.02199 -5.23208 5.55886
H 3.54293 -4.28564 6.96864
H 4.35153 -3.50763 5.64012
H 0.87372 -6.47055 6.13385
C 8.47655 2.02099 -0.15610
C 7.25534 2.55875 0.55716
C 7.32220 2.22572 2.09053
C 7.33235 4.09116 0.34714
C 7.09719 4.51601 -1.08869
C 5.71830 4.00544 -1.49848
C 5.60927 2.46803 -1.38167
C 4.11085 2.15844 -1.54863
C 6.38525 1.74041 -2.49808
N 5.90828 2.11624 0.08095
O 5.77048 0.69715 0.35324
H 8.39027 2.21464 -1.22733
H 9.33607 2.59950 0.19652
H 8.63732 0.95753 -0.05733
H 6.57045 2.60100 2.76318
H 7.44092 1.19059 2.09901
H 8.26169 2.53661 2.48034
H 6.59836 4.65608 0.91865
H 8.35862 4.41721 0.70609
H 7.01536 5.62613 -1.23536
H 7.88723 4.25704 -1.78857
H 5.58059 4.28301 -2.55850
H 4.99652 4.41894 -0.77251
H 4.07822 1.01003 -1.48128
H 3.77510 2.40329 -2.58344
H 3.52209 2.55595 -0.69886
H 6.49225 0.68244 -2.30082
H 7.37952 2.14190 -2.66607
H 5.78083 1.83421 -3.40712
H 4.85226 0.76798 0.68111
C 4.65050 -3.85007 -2.15220
C 3.75092 -4.46734 -3.20906
C 2.71450 -5.37207 -2.43950
C 3.07281 -3.38026 -4.06532
C 4.01052 -2.66742 -5.01921
C 4.61320 -3.74708 -5.83448
C 5.35686 -4.89282 -5.11014
C 5.49468 -6.05411 -6.16940
C 6.70970 -4.55734 -4.62367
N 4.41791 -5.36424 -4.09669
O 5.10730 -6.42599 -3.36632
H 3.99004 -3.45987 -1.32498
H 5.33773 -4.57345 -1.65920
H 5.28716 -3.03382 -2.50376
H 1.93964 -4.73017 -1.98165
H 2.21610 -5.97984 -3.18934
H 3.10421 -6.05566 -1.71525
H 2.34179 -3.92874 -4.69835
H 2.52776 -2.63096 -3.44874
H 3.46031 -1.92725 -5.58935
H 4.79996 -2.15106 -4.40073
H 5.12406 -3.28748 -6.64780
H 3.76715 -4.16314 -6.41558
H 6.13267 -5.77478 -7.04365
H 4.47553 -6.41583 -6.47951
H 5.94208 -6.89575 -5.64573
H 7.18569 -4.25302 -5.52930
H 7.20039 -5.46094 -4.16988
H 6.76667 -3.78067 -3.90960
H 4.59765 -7.27711 -3.55089
C 3.97583 1.27643 3.19350
C 3.58728 2.58660 3.90307
C 2.05812 2.74592 3.76314
C 4.06531 2.37958 5.36036
C 3.91994 3.65926 6.13445
C 4.78223 4.68669 5.38017
C 4.24678 5.01339 3.98613
C 2.89552 5.76441 4.12688
C 5.19731 6.01378 3.32751
N 4.28357 3.77299 3.26912
O 3.87452 3.89473 1.88377
H 3.56033 0.42521 3.75326
H 3.52439 1.40179 2.19593
H 4.99406 1.15872 3.14125
H 1.73660 2.86980 2.78190
H 1.54401 1.83298 4.13984
H 1.64507 3.52810 4.33816
H 3.50236 1.53482 5.78251
H 5.09706 1.98500 5.39496
H 2.91014 4.11771 6.15861
H 4.26967 3.55664 7.16923
H 5.85066 4.48245 5.37272
H 4.65906 5.64960 5.96775
H 2.59370 5.81934 5.15023
H 2.14734 5.39304 3.48341
H 3.17673 6.79418 3.91523
H 6.13133 5.60929 3.03434
H 5.43795 6.87183 3.94490
H 4.89442 6.38307 2.36895
H 4.59275 3.40947 1.43067
C 0.93807 -2.27881 0.56219
C 1.37965 -0.79890 0.17977
C 2.88180 -0.79418 0.11644
C 0.75242 -0.45281 -1.16760
C -0.74713 -0.10477 -1.14762
C -0.87617 1.10770 -0.25705
C -0.45666 0.65962 1.18430
C -0.56560 1.93470 2.04025
C -1.49486 -0.41590 1.74117
N 0.93745 0.17718 1.17905
O 1.36685 -0.37651 2.43651
H 1.10128 -2.35309 1.68212
H -0.03226 -2.66284 0.26392
H 1.68857 -2.90830 0.10146
H 3.21917 -1.27589 -0.79460
H 3.18701 0.30032 0.03264
H 3.47291 -1.32384 0.89934
H 1.27260 0.34134 -1.67260
H 0.96488 -1.21460 -1.90605
H -1.19380 0.03108 -2.16506
H -1.27860 -0.95161 -0.71002
H -1.94326 1.47181 -0.28118
H -0.28722 1.90683 -0.62109
H -0.18191 1.90291 3.05869
H -1.64599 2.19425 2.09926
H -0.08640 2.79180 1.55545
H -1.12093 -0.72902 2.70318
H -1.56250 -1.24008 1.12540
H -2.49064 -0.07199 1.94437
H 2.07876 0.28507 2.63758
C -3.66085 -1.36019 6.01360
O -4.70846 -1.04897 5.13425
C -4.36287 -0.23342 4.04774
C -5.53784 0.13216 3.22766
C -6.42524 1.07832 4.01944
N -6.19897 -1.12434 2.77825
H -3.31562 -0.48297 6.57546
H -2.81888 -1.72607 5.43952
H -3.91062 -2.21758 6.67473
H -3.87448 0.67042 4.43120
H -3.56654 -0.80628 3.53070
H -5.27428 0.68600 2.33866
H -7.01388 0.76308 4.89206
H -7.06762 1.56903 3.28651
H -5.81322 1.88772 4.46077
H -7.16282 -0.97639 2.47278
H -6.25811 -1.82139 3.57929

Forces on the atoms, in the same order (eV/Å):
C -0.41 0.75 -0.02
C -2.18 -0.27 -0.56
C 2.27 -1.17 -0.21
C -0.13 -1.24 -0.12
C 0.64 -0.24 0.56
C -1.37 0.32 0.66
C 1.06 -0.27 0.79
C 0.43 0.74 -0.75
C -0.37 0.69 -0.63
N -0.06 0.08 -0.33
O 1.56 2.24 -0.12
H -0.24 -0.68 0.48
H 0.78 0.14 0.21
H 0.09 -0.38 -0.73
H -0.54 0.28 -0.09
H -0.55 -0.07 -0.12
H -0.11 0.17 0.15
H 0.41 0.23 -0.23
H -0.72 1.14 -0.09
H -0.25 0.23 0.12
H 0.11 -0.93 0.20
H -0.62 0.31 -0.21
H 1.76 -0.16 -0.77
H -0.75 -0.57 0.10
H 0.81 -0.26 0.26
H -1.05 -0.11 0.28
H 0.86 -0.94 1.41
H -0.26 0.15 -0.67
H -0.31 -0.12 -0.12
H -0.93 -0.08 0.74
C -0.12 0.56 0.58
C -0.19 0.43 0.33
C -1.19 0.23 0.90
C -2.19 -1.16 0.25
C 0.15 1.65 1.32
C 0.40 -2.80 0.10
C -0.52 -0.92 -0.57
C 0.88 2.82 0.18
C -0.39 -0.81 0.15
N 0.98 0.76 -1.56
O -0.12 -0.76 0.67
H -0.70 -0.66 -0.01
H 0.19 -0.39 0.26
H 0.18 -0.37 -0.37
H -0.39 -0.20 -0.03
H 0.47 0.08 -0.07
H 0.85 0.24 -0.54
H 0.41 0.35 -0.41
H 0.22 0.17 -0.49
H 0.30 0.05 0.42
H 0.10 0.59 -0.07
H 0.24 0.44 -0.60
H 0.22 0.49 -0.36
H 0.06 -1.10 -0.55
H 0.19 0.26 -0.12
H -1.07 -0.88 0.22
H 1.35 0.52 0.10
H -0.50 0.59 -0.18
H 0.00 -0.28 0.41
H -0.07 -0.07 -0.04
C 1.09 0.04 0.14
C 1.22 -1.04 1.23
C -0.45 0.78 -0.91
C -1.89 -0.20 -0.47
C 0.99 0.60 0.05
C -1.03 -0.03 0.42
C -0.81 0.54 0.51
C 0.89 -1.65 -0.80
C 0.22 -0.10 1.09
N -0.32 1.51 0.95
O -1.62 1.07 0.06
H 0.03 -0.41 0.22
H -0.32 0.39 -1.19
H -0.22 0.43 0.05
H -0.40 -0.37 0.18
H 0.07 -0.22 0.14
H 0.20 0.10 0.22
H 0.06 0.29 0.08
H -0.47 -0.80 0.33
H 0.54 -0.30 -0.54
H -0.06 0.14 -0.35
H 0.30 0.09 -0.38
H 0.01 -0.71 0.27
H -0.01 0.20 -0.30
H 0.80 0.71 -0.24
H -0.01 0.48 1.12
H -0.01 -0.24 -0.55
H 0.16 0.39 -0.23
H -0.13 -0.26 -0.73
H 1.41 -1.43 -0.56
C -0.47 0.08 -1.77
C -1.60 -1.81 0.56
C -0.75 0.96 -0.06
C 0.02 1.73 -0.35
C -0.25 1.95 -0.51
C -0.47 0.28 -1.06
C -0.27 0.11 1.88
C -0.17 0.47 -1.81
C -0.22 -0.07 -1.76
N 1.27 0.22 0.17
O 0.40 -0.37 -0.37
H -0.19 0.70 -0.33
H 0.88 0.38 1.76
H -0.12 -0.63 0.18
H 0.17 -0.16 0.29
H 0.58 -0.96 -0.73
H 0.08 0.15 0.33
H 0.34 -0.29 0.27
H 0.03 -0.95 -0.30
H -0.98 -0.63 0.81
H 0.88 -0.47 0.13
H 0.42 -0.34 0.08
H -0.22 -0.66 -0.34
H 0.72 0.32 0.21
H -0.81 -0.74 0.59
H 0.62 -0.37 1.17
H -0.18 -0.05 1.09
H -0.27 -0.04 -0.43
H 0.92 0.71 0.28
H -0.01 0.46 0.00
C -0.87 0.47 1.31
C -0.42 -0.80 -0.19
C -0.42 2.22 -0.92
C -1.12 1.17 1.34
C 0.58 0.42 -1.42
C 1.23 0.05 0.64
C -0.69 0.84 -1.75
C -0.58 0.32 -0.69
C 0.18 -1.29 -0.10
N 1.45 -1.12 1.73
O -0.24 -0.61 -0.39
H 0.48 -0.47 -0.03
H 0.02 -0.46 -0.92
H 0.45 0.62 -0.38
H -0.13 -0.28 -0.39
H -0.67 -0.52 0.51
H 0.29 -0.92 0.30
H 1.33 -0.68 0.42
H -0.40 -0.78 0.25
H -0.02 -0.45 -0.26
H -0.01 0.95 0.36
H -0.82 -0.28 0.56
H -0.04 0.43 -0.42
H -0.88 0.19 0.55
H 0.57 -0.05 0.19
H 0.09 -0.71 0.24
H -0.28 0.89 0.71
H -0.13 0.40 0.17
H 0.21 0.38 -0.35
H 0.53 0.10 -0.97
C 2.50 0.80 0.48
C 0.75 0.23 0.63
C -0.31 0.80 -0.31
C 0.60 1.07 0.75
C -0.03 -0.14 -1.29
C -2.58 -0.09 0.65
C 0.57 -1.34 0.51
C 2.67 -2.40 0.52
C -2.22 -0.41 0.35
N 0.36 1.03 -0.39
O 0.00 -0.41 0.18
H -1.51 -0.58 0.56
H 0.23 -0.20 -0.62
H -1.33 -0.02 -0.20
H -0.15 -0.43 -0.14
H -0.13 0.00 0.49
H -0.04 -0.22 0.19
H -1.18 0.10 -0.82
H 0.08 -0.83 -0.26
H -0.35 -0.36 0.24
H 0.15 -0.28 0.47
H 1.34 0.20 -0.66
H 1.16 -0.16 1.05
H -0.42 1.95 -0.39
H -0.69 0.14 0.05
H -1.04 0.25 -0.81
H 0.15 -0.05 -0.04
H 0.12 -0.03 -0.83
H 0.99 1.03 -0.52
H 0.15 0.41 -0.06
C 0.07 -0.05 -0.63
C -0.93 1.08 1.30
C 0.70 0.78 -1.67
C 1.21 0.71 0.25
C -0.61 1.32 -0.45
C 1.16 -0.82 0.04
C -0.87 0.20 0.60
C 0.58 -2.56 -0.24
C -0.42 0.24 0.24
N 1.11 0.78 -0.85
O -0.83 1.17 -0.45
H 0.24 -0.02 0.38
H 0.06 -0.43 0.04
H 0.06 -0.33 0.31
H -0.67 0.17 -0.25
H -0.47 -1.99 0.50
H 0.98 0.80 0.22
H -0.13 -0.28 0.49
H -1.17 -0.28 -0.29
H 0.34 -0.67 0.67
H 0.07 -0.48 -0.03
H -0.64 -0.01 0.54
H -0.06 0.18 -0.72
H -0.35 1.64 -0.27
H -0.08 0.22 0.99
H 0.06 0.10 -0.76
H -0.04 -0.31 0.24
H -0.14 0.13 -0.26
H 0.27 0.04 -0.01
H 0.68 -0.90 0.03
C 0.19 0.47 1.72
C -0.19 -0.32 1.78
C -0.92 1.49 -1.26
C -1.22 -0.11 0.25
C 0.87 0.09 2.39
C -0.71 -0.37 -1.47
C -1.93 -0.47 -1.46
C -0.60 0.11 0.30
C 1.03 -1.27 0.24
N 0.63 -2.15 -1.07
O -1.26 -0.81 -0.23
H 0.70 -0.14 -0.77
H -0.58 0.18 -0.51
H -0.23 0.04 -0.04
H 0.36 -0.25 0.02
H -0.23 -0.09 -0.18
H 0.67 -0.03 0.51
H 0.02 0.39 0.38
H 0.21 -0.72 -0.02
H 0.17 0.08 -0.23
H -0.67 -0.14 -0.71
H 1.49 0.10 -0.52
H 0.17 -0.44 0.48
H -0.62 -0.14 0.69
H 0.94 0.62 0.04
H 0.30 -0.09 -0.16
H 1.15 0.26 -0.38
H -0.36 0.86 -0.62
H -0.09 0.97 0.71
H 0.77 1.91 0.18
C -2.67 1.27 -0.28
C -0.11 0.00 -0.20
C 0.64 -1.89 2.06
C -0.81 -0.32 -0.16
C 0.87 0.76 -0.09
C -0.62 1.89 1.64
C 0.13 0.93 0.27
C 1.68 0.53 0.33
C 0.44 -0.02 -0.27
N 0.33 -2.15 -0.25
O 0.12 -0.05 0.71
H -0.01 0.23 -0.26
H 0.28 -0.67 -0.04
H 2.46 -0.28 -0.31
H -0.12 0.27 -1.85
H 0.46 0.32 -0.15
H -0.27 1.03 0.71
H -0.31 0.27 -0.08
H -0.12 0.61 -0.24
H 0.30 -0.88 0.04
H -0.09 0.05 -0.17
H 0.05 -0.41 -0.10
H 0.41 -0.79 -0.66
H -0.61 -0.41 0.67
H -0.80 -0.03 -0.47
H -0.71 0.13 -0.42
H 1.24 -1.03 0.27
H -0.31 0.12 0.36
H -1.07 0.35 -0.46
H -0.15 0.15 -0.16
C 1.24 0.74 1.27
C -2.02 -1.75 0.19
C 1.29 1.37 -0.20
C -0.16 0.14 -1.15
C 0.44 -0.38 -0.59
C -1.67 -1.53 0.75
C -1.51 0.29 0.63
C -0.83 0.31 -0.06
C 1.68 2.11 0.85
N 0.28 0.18 -0.48
O 0.36 1.95 0.16
H -0.46 -0.26 -1.34
H -0.17 0.50 -0.05
H 0.12 -0.46 -0.15
H -0.04 -0.04 -0.42
H -0.29 -1.48 0.30
H -0.87 0.54 -0.05
H 0.40 1.11 0.23
H -0.11 -0.97 0.15
H 0.67 0.06 0.62
H -0.17 0.07 -0.13
H 0.95 -0.33 0.54
H 0.91 0.91 -0.28
H -0.14 -0.49 -0.10
H 0.55 -0.12 0.03
H 0.10 -0.28 -0.08
H 0.29 -0.30 0.40
H -0.07 -1.73 -1.20
H -0.42 0.75 -0.31
H -0.96 -1.09 0.15
C 0.37 -0.41 -0.14
O -1.50 -0.36 0.81
C 2.63 -0.61 0.47
C -1.72 -1.35 0.61
C -0.20 1.49 0.31
N -0.14 -0.89 1.10
H -0.19 -0.10 0.14
H 0.59 -0.07 -0.32
H -0.36 0.83 -0.29
H 0.01 0.22 -0.10
H -0.43 0.35 -0.43
H 0.62 0.06 -0.30
H 0.15 -0.75 -0.57
H -0.41 0.04 0.27
H -0.01 -0.16 -0.42
H 0.39 0.18 0.11
H 0.21 1.39 -1.23

Output
SMILES: CC1(C)CCCC(C)(C)N1O.CC1(C)CCCC(C)(C)N1O.CC1(C)CCCC(C)(C)N1O.CC1(C)CCCC(C)(C)N1O.CC1(C)CCCC(C)(C)N1O.CC1(C)CCCC(C)(C)N1O.CC1(C)CCCC(C)(C)N1O.CC1(C)CCCC(C)(C)N1O.CC1(C)CCCC(C)(C)N1O.CC1(C)CCCC(C)(C)N1O.COC[C@H](C)N
Frontier orbital gap (eV): 8.48
E_tot (Eh): -5131.56233

Löwdin atomic charge list, values in e, 4 entries: -0.016 -0.550 -0.046 -0.121